[1]
C16H45IO14 | ωB97M-V/def2-TZVPD

Results
- HOMO level (eV) = -9.33
- SMILES string = O=C(O)CCC[C@@]1(I)COC(=O)O1.CO.CO.CO.CO.CO.CO.CO.CO.CO
- total energy (eV) = -54084.2589
- total charge = 0

Element x y z (Å)
O 3.606 1.242 -2.308
C 3.221 0.129 -2.467
O 4.066 -0.780 -3.048
C 1.845 -0.387 -2.122
C 0.777 0.666 -2.456
C -0.639 0.109 -2.636
C -1.181 -0.922 -1.658
I -1.301 -0.185 0.343
C -2.569 -1.393 -2.110
O -2.225 -2.546 -2.937
C -0.927 -2.837 -2.742
O -0.262 -3.549 -3.402
O -0.476 -2.168 -1.630
H 3.633 -1.646 -3.072
H 1.843 -0.632 -1.053
H 1.651 -1.310 -2.681
H 1.050 1.130 -3.410
H 0.788 1.464 -1.706
H -1.342 0.948 -2.575
H -0.735 -0.314 -3.647
H -3.201 -1.742 -1.292
H -3.074 -0.685 -2.765
C 3.139 1.596 1.334
O 2.599 0.285 1.195
H 3.526 1.945 0.382
H 2.362 2.279 1.682
H 3.955 1.594 2.061
H 2.253 0.029 2.059
C 1.305 -2.492 3.682
O 1.121 -1.172 3.166
H 2.125 -2.436 4.395
H 0.410 -2.857 4.186
H 1.577 -3.188 2.886
H 0.401 -1.195 2.521
C -1.001 -5.651 5.581
O -0.054 -5.235 4.605
H -1.984 -5.559 5.124
H -0.851 -6.692 5.876
H -0.970 -5.020 6.473
H 0.824 -5.318 4.991
C -0.033 2.086 4.203
O 1.277 1.642 3.899
H -0.111 3.112 3.846
H -0.794 1.482 3.697
H -0.232 2.076 5.278
H 1.361 0.726 4.191
C -4.665 1.910 1.169
O -4.678 1.222 -0.079
H -3.619 2.048 1.441
H -5.142 2.890 1.098
H -5.152 1.330 1.955
H -5.593 1.073 -0.336
C -2.076 3.982 -0.700
O -2.310 2.740 -1.342
H -1.248 4.461 -1.217
H -2.948 4.641 -0.753
H -1.795 3.848 0.350
H -3.043 2.292 -0.898
C -6.061 0.077 -4.189
O -4.985 0.595 -3.416
H -5.788 -0.938 -4.469
H -6.993 0.044 -3.618
H -6.222 0.659 -5.099
H -5.199 1.497 -3.157
C 3.685 -1.738 -6.632
O 2.712 -1.070 -5.845
H 3.210 -1.987 -7.578
H 4.552 -1.102 -6.831
H 4.026 -2.665 -6.162
H 3.116 -0.842 -5.001
C 4.654 3.027 4.384
O 5.655 3.447 3.465
H 3.690 3.240 3.930
H 4.715 1.952 4.577
H 4.728 3.570 5.330
H 6.517 3.259 3.846


[2]
C3H7Br2N2 | ωB97M-V/def2-TZVPD

Results
- HOMO level (eV) = -11.85
- ΔE to the lowest compared entry with this formula, charge and spin (eV) = 1.939
- total energy (eV) = -146280.8763
- total charge = +1

Element x y z (Å)
C 3.406 -0.607 0.555
C -2.303 -0.076 -0.712
C -1.303 -0.272 0.129
N -3.075 1.034 -0.821
N 2.255 -0.023 0.620
Br -0.478 -1.952 0.340
Br -0.844 1.099 1.456
H 3.455 -1.498 -0.027
H 4.270 -0.156 0.914
H -2.515 -1.040 -1.309
H -3.377 1.238 -1.777
H -3.020 1.968 -0.473
H 1.955 0.783 0.993
H 1.573 -0.498 0.111


[3]
C28H57N2O11S2 | ωB97M-V/def2-TZVPD

Results
- HOMO level (eV) = -12.03
- total energy (eV) = -77125.0476
- total charge = +1

Element x y z (Å)
C 4.703 -3.480 1.269
C 3.756 -3.668 0.047
C 2.925 -4.970 0.129
C 1.427 -4.756 -0.157
C 1.160 -4.050 -1.490
C -0.306 -3.593 -1.608
C -0.595 -2.506 -0.551
C -1.591 -1.444 -1.075
N -2.363 -0.731 -0.047
C -3.483 -1.504 0.484
C -4.646 -1.569 -0.521
C -5.870 -2.390 -0.042
C -5.524 -3.657 0.759
C -6.716 -4.613 0.680
O -7.296 -4.812 -0.308
O -7.141 -5.220 1.840
C -6.293 -6.339 2.177
C -5.190 -5.977 3.182
C -4.066 -0.811 1.732
N -3.049 -0.575 2.813
C -1.664 -0.843 2.333
C -1.511 -0.156 0.980
O -1.851 1.217 1.142
C -1.085 2.068 0.269
C -0.021 2.901 1.012
C -0.649 3.510 2.274
C 1.321 2.184 1.271
C 1.291 1.119 2.397
C 1.949 1.557 0.023
H 5.653 -3.056 0.946
H 4.277 -2.746 1.958
H 4.857 -4.421 1.795
H 3.130 -2.772 0.000
H 4.383 -3.669 -0.847
H 3.008 -5.318 1.162
H 3.361 -5.728 -0.523
H 0.917 -5.725 -0.154
H 1.024 -4.195 0.695
H 1.764 -3.146 -1.600
H 1.448 -4.740 -2.288
H -0.479 -3.223 -2.624
H -0.992 -4.436 -1.468
H 0.370 -2.004 -0.399
H -0.865 -2.943 0.413
H -1.032 -0.701 -1.650
H -2.272 -1.926 -1.778
H -3.127 -2.524 0.712
H -4.333 -1.949 -1.493
H -4.983 -0.537 -0.663
H -6.502 -1.776 0.609
H -6.477 -2.625 -0.913
H -5.393 -3.458 1.824
H -4.635 -4.177 0.390
H -6.891 -7.145 2.594
H -5.884 -6.718 1.235
H -4.198 -5.990 2.722
H -5.164 -6.652 4.037
H -5.326 -4.977 3.599
H -4.526 0.124 1.415
H -4.866 -1.402 2.169
H -3.233 -1.197 3.602
H -3.122 0.382 3.170
H -1.537 -1.922 2.267
H -0.944 -0.460 3.051
H -0.449 -0.191 0.737
H -1.805 2.785 -0.141
H -0.691 1.529 -0.594
H 0.205 3.748 0.352
H -1.042 2.762 2.963
H -1.468 4.155 1.952
H 0.086 4.091 2.835
H 2.018 2.956 1.613
H 1.246 0.100 2.001
H 0.536 1.304 3.163
H 2.253 1.179 2.914
H 1.394 0.706 -0.386
H 2.926 1.164 0.322
H 2.168 2.315 -0.751
C 2.654 4.300 -3.551
C 3.574 4.464 -4.741
O 4.895 4.388 -4.189
S 4.897 3.394 -2.931
O 5.340 2.119 -3.363
O 5.476 4.068 -1.828
O 3.298 3.319 -2.716
H 2.572 5.231 -2.987
H 1.662 3.956 -3.841
H 3.429 5.412 -5.252
H 3.457 3.644 -5.453
C 6.237 8.549 -1.682
C 5.049 9.174 -0.982
O 4.028 9.227 -1.987
S 4.192 7.978 -2.977
O 3.295 6.950 -2.571
O 4.220 8.454 -4.308
O 5.669 7.549 -2.538
H 6.760 9.276 -2.306
H 6.938 8.097 -0.986
H 5.262 10.169 -0.602
H 4.691 8.542 -0.166


[4]
C8H9N2O | ωB97M-V/def2-TZVPD

Results
- HOMO level (eV) = -12.80
- ΔE to the lowest compared entry with this formula, charge and spin (eV) = 3.136
- SMILES string = C[N@H+]1C=CC(/C=C\N=C=O)=C1
- total energy (eV) = -13459.6841
- total charge = +1

Element x y z (Å)
C -1.552 -1.843 0.321
N -1.376 -0.610 -0.562
C -2.082 0.569 -0.110
C -1.132 1.506 0.098
C 0.209 1.035 -0.209
C 1.329 1.860 -0.093
C 2.585 1.390 0.170
N 2.823 0.060 0.388
C 2.573 -1.084 0.295
O 2.445 -2.205 0.440
C 0.067 -0.261 -0.560
H -1.839 -1.570 1.350
H -2.419 -2.463 -0.112
H -0.644 -2.390 0.382
H -1.767 -0.896 -1.511
H -3.022 0.817 0.146
H -1.296 2.474 0.337
H 0.975 2.838 -0.071
H 3.464 1.952 0.341
H 0.658 -1.179 -1.039


[5]
C11H9N4O5S2 | ωB97M-V/def2-TZVPD

Results
- HOMO level (eV) = -4.51
- total energy (eV) = -49415.5092
- total charge = -1

Element x y z (Å)
C -2.791 -0.581 3.475
C -1.667 0.291 2.943
C -2.142 1.327 1.973
O -0.773 -0.683 2.319
C 0.492 -0.288 2.047
S 1.464 -1.753 2.013
S 0.999 1.260 1.900
H -3.572 0.044 3.915
H -3.229 -1.198 2.676
H -2.426 -1.245 4.262
H -1.132 0.783 3.776
H -2.988 1.857 2.429
H -1.361 2.073 1.772
H -2.475 0.877 1.031
N 0.874 -1.009 -2.162
C 1.584 -1.509 -1.375
C 2.456 -2.153 -0.432
C 2.814 -1.369 0.844
C 4.084 -1.908 1.437
N 4.733 -1.369 2.511
O 4.808 -0.271 3.024
O 5.489 -2.491 3.068
N 5.264 -3.647 2.370
C 4.399 -3.264 1.359
C 3.687 -4.099 0.429
N 3.610 -5.534 0.556
O 4.287 -6.163 1.392
O 2.804 -6.113 -0.221
C 2.835 -3.473 -0.533
H 2.833 -0.274 0.731
H 2.444 -4.086 -1.347


[6]
C32H31As2MnN8O2S2 | ωB97M-V/def2-TZVPD

Results
- multiplicity = 5
- HOMO level (spin up / spin down) (eV) = -13.12 / -13.13
- ⟨S²⟩ = 6.32
- total energy (eV) = -224359.3008
- total charge = +2

Element x y z (Å)
Mn 0.045 -0.746 0.190
N -5.435 -2.076 3.271
C -4.702 -2.167 2.115
C -5.172 -1.590 0.928
C -4.416 -1.636 -0.226
C -3.173 -2.260 -0.224
C -2.707 -2.859 0.940
C -3.451 -2.804 2.102
S -2.315 -2.376 -1.752
O -2.102 -3.752 -2.079
O -2.965 -1.495 -2.678
N -0.852 -1.677 -1.358
C -0.133 -1.044 -2.345
N 0.637 -0.067 -1.808
C 1.418 0.620 -2.652
C 1.408 0.371 -4.002
C 0.576 -0.658 -4.442
N -0.180 -1.377 -3.626
H -6.415 -1.867 3.183
H -5.213 -2.706 4.024
H -6.143 -1.109 0.916
H -4.788 -1.193 -1.139
H -1.765 -3.397 0.949
H -3.082 -3.279 3.004
H 2.038 1.400 -2.230
H 2.016 0.937 -4.691
H 0.529 -0.920 -5.493
S -5.902 1.623 4.370
N -4.555 0.889 4.850
C -3.781 0.776 3.784
C -2.496 0.113 3.749
C -1.920 -0.503 4.859
C -0.728 -1.175 4.698
C -0.159 -1.220 3.433
N -0.687 -0.632 2.366
C -1.838 0.045 2.517
C -2.386 0.698 1.325
N -1.624 0.665 0.208
C -2.097 1.237 -0.895
C -3.336 1.863 -0.949
C -4.111 1.915 0.184
C -3.631 1.326 1.355
C -4.350 1.333 2.614
N -5.554 1.843 2.813
H -2.418 -0.447 5.818
H -0.239 -1.668 5.526
H 0.767 -1.752 3.272
H -1.470 1.196 -1.775
H -3.668 2.300 -1.880
H -5.079 2.399 0.188
C 1.887 -3.869 1.907
As 1.365 -2.996 0.256
C 0.658 -4.444 -0.800
C 2.959 -2.399 -0.669
C 3.586 -3.217 -1.603
C 4.696 -2.746 -2.294
C 5.176 -1.469 -2.054
C 4.555 -0.652 -1.115
C 3.445 -1.116 -0.424
As 2.535 -0.084 0.920
C 2.994 1.775 0.608
C 3.622 -0.450 2.507
H 2.718 -4.541 1.693
H 1.034 -4.454 2.252
H 2.190 -3.169 2.677
H 1.369 -5.269 -0.754
H 0.502 -4.110 -1.822
H -0.298 -4.765 -0.395
H 3.220 -4.215 -1.806
H 5.181 -3.381 -3.023
H 6.037 -1.103 -2.598
H 4.943 0.343 -0.934
H 4.033 1.943 0.888
H 2.352 2.397 1.228
H 2.859 2.046 -0.435
H 4.411 -1.141 2.216
H 3.066 -0.873 3.342
H 4.068 0.486 2.838


[7]
C5H11N | ωB97M-V/def2-TZVPD

Results
- HOMO level (eV) = -9.00
- ΔE to the lowest compared entry with this formula, charge and spin (eV) = 1.476
- SMILES string = CC(C)N1CC1
- total energy (eV) = -6852.0529
- total charge = 0

Element x y z (Å)
C -0.835 1.278 -0.215
C 0.464 0.579 0.250
C 1.654 0.908 -0.658
N 0.403 -0.898 0.383
C -0.645 -1.501 1.180
C -0.611 -1.678 -0.294
H -1.557 0.555 -0.602
H -1.344 1.827 0.579
H -0.645 1.969 -1.043
H 0.711 0.933 1.259
H 1.411 0.731 -1.712
H 2.501 0.271 -0.391
H 1.967 1.954 -0.555
H -1.436 -0.853 1.566
H -0.347 -2.306 1.854
H -0.294 -2.608 -0.759
H -1.396 -1.161 -0.841


[8]
C6H6ClF12MgN2O9S4 | ωB97M-V/def2-TZVPD

Results
- HOMO level (eV) = -6.53
- ΔE to the lowest compared entry with this formula, charge and spin (eV) = 3.057
- total energy (eV) = -121646.8579
- total charge = -1

Element x y z (Å)
Mg 0.480 -0.715 0.096
C -2.342 2.693 1.051
F -2.685 3.229 2.225
F -3.027 1.547 0.802
F -2.578 3.613 0.103
S -0.400 2.260 1.034
O 0.102 2.559 -0.367
O 0.226 3.198 2.013
N -0.168 0.540 1.304
S -0.130 0.459 2.925
O -1.027 1.320 3.656
O -0.019 -0.960 3.326
C 1.626 1.196 3.376
F 2.318 1.481 2.283
F 1.580 2.226 4.228
F 2.269 0.198 3.966
C -1.364 0.512 -3.321
F -1.721 0.439 -4.599
F -1.122 1.822 -3.003
F -2.289 0.013 -2.480
S 0.344 -0.616 -3.113
O -0.164 -2.008 -2.962
O 1.178 -0.413 -4.263
N 0.936 -0.060 -1.565
S 2.230 0.786 -1.965
O 2.056 1.683 -3.084
O 2.859 1.420 -0.804
C 3.607 -0.546 -2.451
F 4.202 -0.233 -3.612
F 4.564 -0.601 -1.582
F 3.154 -1.780 -2.466
Cl 2.470 -1.893 0.981
C -2.049 -3.013 1.718
C -2.064 -2.084 0.540
O -0.868 -2.118 -0.158
H -2.604 -3.891 1.390
H -2.532 -2.614 2.610
H -1.020 -3.292 1.947
H -2.274 -1.061 0.853
H -2.934 -2.305 -0.077
H -0.821 -2.993 -0.552


[9]
Cl3O12 | ωB97M-V/def2-TZVPD

Results
- HOMO level (eV) = -0.12
- ΔE to the lowest compared entry with this formula, charge and spin (eV) = 1.489
- total energy (eV) = -62113.9843
- total charge = -3

Element x y z (Å)
Cl -9.720 7.126 -3.520
O -10.777 7.762 -4.264
O -9.271 5.924 -4.180
O -8.600 8.089 -3.521
O -10.043 6.756 -2.172
Cl -12.882 0.842 0.802
O -12.154 -0.212 0.150
O -13.023 1.939 -0.107
O -14.217 0.416 1.245
O -12.210 1.337 2.000
Cl -13.976 5.246 -2.125
O -15.255 5.605 -2.726
O -14.286 4.587 -0.881
O -13.275 4.330 -2.996
O -13.111 6.421 -2.044


[10]
C25H32BHfO4 | ωB97M-V/def2-TZVPD

Results
- HOMO level (eV) = -9.51
- ΔE to the lowest compared entry with this formula, charge and spin (eV) = 0.306
- total energy (eV) = -36609.3711
- total charge = +1

Element x y z (Å)
O 0.133 -0.828 -4.082
C 0.231 0.464 -4.818
C 0.138 -0.146 -6.193
H 1.179 0.952 -4.570
H -0.618 1.126 -4.641
C 0.144 -1.481 -5.409
H 1.010 0.028 -6.827
H -0.835 0.069 -6.655
C 1.420 -2.273 -5.601
H 2.304 -1.660 -5.380
H 1.487 -2.660 -6.628
H 1.395 -3.117 -4.905
C -1.105 -2.303 -5.622
H -2.004 -1.719 -5.400
H -1.075 -3.167 -4.951
H -1.164 -2.642 -6.663
Hf -0.442 -1.169 0.440
C -1.811 -1.321 2.563
C -1.663 0.166 2.797
C -1.686 0.633 1.373
H -2.571 0.527 3.324
C -2.576 -0.257 0.680
C -2.546 -1.534 1.367
H -3.125 -2.413 1.089
H -1.820 -2.000 3.408
H -1.588 1.688 1.138
H -3.149 -0.029 -0.214
C 0.587 -1.831 2.532
C 0.412 -3.020 1.766
C 1.236 -2.895 0.595
H -0.178 -3.882 2.094
C 1.864 -1.602 0.620
C 1.400 -0.911 1.804
H 1.826 0.003 2.211
H 0.352 -1.715 3.585
H 1.436 -3.688 -0.115
H 2.654 -1.238 -0.039
O 0.313 0.646 -0.685
C -0.666 0.245 -1.680
C -1.324 1.529 -2.191
H -1.452 -0.526 -1.340
H -0.061 -0.227 -2.447
C -0.294 2.618 -1.910
H -2.248 1.672 -1.630
H -1.616 1.398 -3.230
C 0.642 2.052 -0.851
H -0.776 3.511 -1.514
H 0.221 2.913 -2.828
H 0.465 2.524 0.123
H 1.699 2.077 -1.101
O -0.143 0.073 4.913
B -0.586 0.728 3.750
O 0.065 1.969 3.636
C 0.851 2.097 4.768
C 1.431 3.233 5.310
C 1.778 3.219 6.672
C 1.691 2.046 7.429
C 1.212 0.865 6.846
C 0.734 0.929 5.542
H 1.540 4.127 4.701
H 2.126 4.133 7.153
H 1.955 2.064 8.494
H 1.191 -0.071 7.400